Run A
The following is a DFT calculation (ωB97M-V/def2-TZVPD) of a 2-piece molecular cluster, C3H6N2O2 overall.

The geometry in XYZ format:
```
13
Properties=species:S:1:pos:R:3
O 4.359 1.187 -0.002
C 3.333 0.889 0.568
C 2.510 1.689 1.567
N 1.184 1.094 1.574
C 1.216 0.080 0.794
N 2.445 -0.184 0.226
H 2.978 1.642 2.562
H 2.467 2.748 1.273
H 0.363 -0.562 0.572
H 2.609 -0.828 -0.538
O 4.804 -1.088 2.203
H 3.928 -1.592 2.019
H 4.821 -0.950 3.154
```

Computed properties:
Multiplicity: 1
E_HOMO: -9.7 eV
HOMO-LUMO gap: 10.232 eV
SMILES: O=C1CN=CN1.O



Run B
The following is a DFT calculation (ωB97M-V/def2-TZVPD) of one molecule with the formula C3H6N2O2.

The geometry in XYZ format:
```
13
Properties=species:S:1:pos:R:3
H -3.231 1.525 -0.370
N -2.379 1.096 -0.018
C -1.813 0.441 -0.937
O -0.665 -0.236 -0.765
C -0.096 -0.300 0.518
C 1.245 -0.318 0.578
N 2.081 -0.023 -0.481
O 1.967 -0.570 1.704
H -2.170 0.312 -1.968
H -0.776 -0.341 1.362
H 2.846 -0.675 -0.602
H 1.571 0.171 -1.330
H 1.420 -1.083 2.309
```

Computed properties:
Multiplicity: 1
E_HOMO: -8.0 eV
HOMO-LUMO gap: 8.786 eV
SMILES: [H]/N=C/O/C=C(\N)O



Run C
The following is a DFT calculation (ωB97M-V/def2-TZVPD) of C3H6N2O2 as an isolated structure.

The geometry in XYZ format:
```
13
Properties=species:S:1:pos:R:3
C 0.487 0.491 -0.805
C -1.177 0.394 0.217
N 0.885 -0.847 -0.430
C -0.608 -1.088 -0.123
O 1.549 -0.737 0.841
O 1.242 1.507 -0.368
N -1.092 -0.909 1.073
H 0.786 -0.810 1.481
H 1.758 1.147 0.382
H 0.180 0.589 -1.840
H -1.093 -1.510 -1.012
H -2.110 0.610 -0.294
H -0.809 1.163 0.877
```

Computed properties:
Multiplicity: 1
E_HOMO: -8.8 eV
HOMO-LUMO gap: 9.591 eV



Run D
The following is a DFT calculation (ωB97M-V/def2-TZVPD) of one molecule with the formula C3H6N2O2.

The geometry in XYZ format:
```
13
Properties=species:S:1:pos:R:3
H 0.604 0.068 -1.776
N 1.050 0.093 -0.865
C 0.263 -0.202 0.082
N 0.694 -0.274 1.400
C 1.963 0.061 1.828
O 2.270 0.075 2.998
O -1.062 -0.490 0.062
C -1.822 0.065 -1.000
H -0.003 -0.460 2.107
H 2.636 0.313 0.996
H -2.845 -0.275 -0.842
H -1.476 -0.277 -1.980
H -1.781 1.158 -0.956
```

Computed properties:
Multiplicity: 1
E_HOMO: -10.0 eV
HOMO-LUMO gap: 10.693 eV
SMILES: [H]/N=C(/NC=O)OC



Relative stability in kcal/mol, measured from the most stable structure: run A 2.3; run B 23.0; run C 141.1; run D 0.0



Run A
The following is a DFT calculation (ωB97M-V/def2-TZVPD) of C5H6N2O3 as an isolated structure.

The geometry in XYZ format:
```
16
Properties=species:S:1:pos:R:3
O -1.814 -1.073 0.934
C -0.917 -1.078 -0.107
C -0.987 -0.065 -1.223
N -1.827 1.069 -1.005
C -1.389 1.665 0.028
O -0.258 1.184 0.597
C 0.097 0.035 -0.126
C 1.522 -0.196 -0.314
N 2.510 0.117 -0.922
H -2.701 -1.244 0.600
H -0.522 -2.051 -0.412
H -0.783 -0.370 -2.248
H -1.822 2.537 0.517
O 2.947 -0.526 1.373
H 3.489 -0.087 0.376
H 2.454 0.083 1.933
```

Computed properties:
Multiplicity: 1
E_HOMO: -9.7 eV
HOMO-LUMO gap: 10.199 eV



Run B
The following is a DFT calculation (ωB97M-V/def2-TZVPD) of a 2-piece molecular cluster, C5H6N2O3 overall.

The geometry in XYZ format:
```
16
Properties=species:S:1:pos:R:3
O -0.698 -1.312 -0.711
C 0.264 -0.305 -0.129
C 0.501 -0.483 1.346
C 1.685 -0.617 0.361
N 2.477 0.617 0.099
C 1.680 1.511 -0.408
N 0.385 1.011 -0.522
H -0.608 -1.540 -1.620
H 0.158 -1.308 1.848
H 0.461 0.428 1.962
H 1.958 -1.552 0.313
H 2.054 2.417 -0.807
H -0.352 1.632 -0.919
O -2.766 0.755 -0.641
C -3.352 -0.154 -0.282
O -3.848 -1.100 0.108
```

Computed properties:
Multiplicity: 1
E_HOMO: -8.7 eV
HOMO-LUMO gap: 9.145 eV
SMILES: O[C@@]12C[C@@H]1N=CN2.O=C=O



Run C
The following is a DFT calculation (ωB97M-V/def2-TZVPD) of one molecule with the formula C5H6N2O3.

The geometry in XYZ format:
```
16
Properties=species:S:1:pos:R:3
O -2.942 -0.809 -0.656
C -1.897 -0.609 -0.116
O -1.191 -1.567 0.537
C 0.066 -1.075 0.881
N 0.953 -1.054 -0.244
C 0.636 -0.088 -1.269
C -0.418 0.689 -1.208
C -1.102 0.741 0.145
O -2.005 1.715 0.299
N -0.164 0.327 1.199
H 0.441 -1.695 1.795
H 1.077 -1.945 -0.696
H 1.446 -0.090 -2.027
H -0.857 1.474 -1.903
H -1.501 2.362 0.644
H -0.569 0.578 2.182
```

Computed properties:
Multiplicity: 1
E_HOMO: -8.8 eV
HOMO-LUMO gap: 9.435 eV
SMILES: O=C1O[C@H]2NC=C[C@]1(O)N2



Relative stability in kcal/mol, measured from the most stable structure: run A 66.8; run B 0.0; run C 5.7